No. 1
{"formula": "C27H42N2O12P", "method": "ωB97M-V with the def2-TZVPD basis set", "total_charge": 1, "e_tot_ha": -2407.57169, "homo_lumo_gap_ha": 0.3002, "species": ["P", "O", "O", "O", "O", "O", "O", "O", "O", "O", "O", "O", "O", "N", "N", "C", "C", "C", "C", "C", "C", "C", "C", "C", "C", "C", "C", "C", "C", "C", "C", "C", "C", "C", "C", "C", "C", "C", "C", "C", "C", "C", "H", "H", "H", "H", "H", "H", "H", "H", "H", "H", "H", "H", "H", "H", "H", "H", "H", "H", "H", "H", "H", "H", "H", "H", "H", "H", "H", "H", "H", "H", "H", "H", "H", "H", "H", "H", "H", "H", "H", "H", "H", "H"], "positions_angstrom": [[-3.257, -2.682, 0.436], [1.732, 3.825, 0.175], [-1.232, -1.216, -3.238], [3.589, -2.166, 1.911], [-3.380, -3.033, -1.200], [1.570, 3.810, 2.425], [0.667, -2.876, 5.545], [-2.641, -1.092, -4.988], [-4.845, -2.627, 0.929], [1.797, -3.718, 7.304], [2.446, -0.961, 0.438], [-2.211, 4.461, -2.614], [-1.189, 5.905, -1.217], [-3.206, -0.384, 1.720], [-2.795, -0.923, 0.609], [2.466, 3.548, 3.519], [1.607, -1.250, 2.886], [-1.830, -1.753, -4.144], [2.426, -4.500, 5.176], [-2.060, 1.597, 0.925], [-0.848, 1.672, -1.423], [-1.648, 0.972, -0.318], [1.201, 0.182, -2.191], [2.217, 3.602, 1.248], [-1.461, 5.563, -2.330], [-2.856, 0.890, 1.923], [-2.389, -3.248, -5.876], [1.510, -3.610, 5.985], [0.718, 1.407, -1.341], [0.985, -1.240, -1.533], [3.535, 2.638, 2.948], [1.075, -1.267, 0.021], [-1.007, 6.229, -3.606], [-1.952, 5.629, -4.634], [-1.822, -3.228, -4.467], [-2.259, 4.269, -4.038], [2.612, -1.502, 1.729], [-3.283, -2.026, -5.877], [3.619, 3.103, 1.504], [2.964, -5.449, 6.234], [-2.092, -0.429, -0.432], [2.922, -4.594, 7.484], [0.645, 0.161, -3.167], [-1.113, 7.309, -3.541], [-1.532, 5.573, -5.638], [1.712, -0.227, 3.320], [-0.967, 2.775, -1.246], [-4.283, -2.241, -5.493], [0.032, 5.956, -3.798], [4.318, 3.933, 1.382], [1.078, 1.409, -0.286], [-0.811, -3.631, -4.432], [-3.195, 1.382, 2.861], [3.821, -3.985, 7.602], [0.038, -1.768, -1.891], [-1.580, -3.117, -6.598], [3.195, 1.600, 2.980], [2.780, -5.191, 8.384], [-1.514, 3.517, -4.313], [2.286, -6.299, 6.343], [3.873, 2.286, 0.831], [1.874, -5.028, 4.402], [3.217, -3.889, 4.735], [0.418, -0.519, 0.530], [-1.804, 2.662, 1.124], [-2.476, -3.223, -1.519], [-1.836, -1.037, -1.329], [-2.470, -3.751, -3.759], [-2.866, 6.226, -4.685], [-3.247, 3.909, -4.324], [-2.916, -4.168, -6.126], [1.853, -1.971, 3.696], [1.824, -1.891, -1.907], [4.481, 2.697, 3.486], [0.808, -2.285, 0.417], [-3.374, -1.585, -6.868], [0.536, -1.387, 2.610], [1.181, 2.315, -1.812], [-5.159, -3.529, 1.120], [-1.249, 1.490, -2.448], [3.957, -5.839, 6.012], [1.918, 3.077, 4.334], [2.281, 0.257, -2.470], [2.872, 4.500, 3.870]], "lowdin_charge": [0.947, 0.107, 0.029, 0.128, -0.269, 0.025, 0.098, 0.057, -0.244, 0.037, -0.041, -0.006, 0.130, 0.068, -0.236, -0.152, 0.023, -0.438, -0.083, 0.086, -0.111, -0.095, -0.165, -0.480, -0.485, -0.029, -0.144, -0.484, -0.163, -0.158, -0.151, -0.205, -0.072, -0.157, -0.068, -0.164, -0.488, -0.136, -0.066, -0.157, 0.014, -0.153, 0.099, 0.131, 0.120, 0.087, 0.110, 0.134, 0.136, 0.137, 0.100, 0.136, 0.137, 0.130, 0.082, 0.127, 0.098, 0.128, 0.122, 0.122, 0.128, 0.129, 0.131, 0.094, 0.140, 0.034, 0.097, 0.122, 0.123, 0.126, 0.126, 0.064, 0.128, 0.123, 0.135, 0.133, 0.079, 0.116, 0.072, 0.123, 0.120, 0.125, 0.118, 0.131]}


No. 2
{"formula": "C4H9N2", "method": "ωB97M-V with the def2-TZVPD basis set", "total_charge": 1, "e_above_lowest_kcal_mol": 71.98, "e_tot_ha": -266.98457, "homo_lumo_gap_ha": 0.4274, "species": ["N", "N", "C", "C", "C", "C", "H", "H", "H", "H", "H", "H", "H", "H", "H"], "positions_angstrom": [[0.007, 0.098, 0.041], [4.061, 0.131, 0.058], [-0.333, -1.296, 0.057], [-2.234, 0.623, -0.303], [2.930, -0.084, 0.165], [-0.893, 1.041, -0.077], [5.119, 0.377, -0.109], [-2.344, 0.169, 0.702], [0.493, -1.826, 0.653], [0.924, 0.352, 0.233], [-2.507, -0.116, -1.045], [-1.284, -1.226, 0.639], [-0.577, -1.791, -0.908], [-2.849, 1.519, -0.012], [-0.513, 2.028, -0.092]], "lowdin_charge": [0.010, 0.080, -0.032, -0.028, -0.020, -0.049, 0.176, 0.115, 0.129, 0.000, 0.122, 0.091, 0.126, 0.131, 0.149]}


No. 3
{"formula": "C5H11N2O", "method": "ωB97M-V with the def2-TZVPD basis set", "total_charge": 1, "e_above_lowest_kcal_mol": 34.83, "e_tot_ha": -381.60845, "homo_lumo_gap_ha": 0.3568, "species": ["O", "N", "N", "C", "C", "C", "C", "C", "H", "H", "H", "H", "H", "H", "H", "H", "H", "H", "H"], "positions_angstrom": [[2.623, 1.804, 4.991], [-2.699, -0.884, -0.397], [-1.164, 0.654, -0.294], [-2.510, 0.393, -0.177], [1.474, -0.502, -2.216], [0.931, -0.544, -0.787], [-1.484, -1.557, -0.565], [-0.549, -0.572, -0.657], [-3.481, -1.408, -0.026], [0.831, -0.956, -2.997], [1.583, 0.520, -2.584], [1.698, 1.823, 4.728], [-3.218, 1.178, -0.277], [2.521, -0.946, -2.330], [-0.816, 1.569, -0.552], [1.462, -1.140, -0.058], [2.881, 2.731, 5.033], [-1.375, -2.609, -0.439], [1.292, 0.445, -0.395]], "lowdin_charge": [-0.059, 0.110, 0.172, -0.031, -0.092, -0.185, 0.048, -0.194, 0.187, 0.083, 0.069, 0.024, 0.156, 0.109, 0.180, 0.122, 0.035, 0.142, 0.126]}


Copy entry 2 word for word.
{"formula": "C4H9N2", "method": "ωB97M-V with the def2-TZVPD basis set", "total_charge": 1, "e_above_lowest_kcal_mol": 71.98, "e_tot_ha": -266.98457, "homo_lumo_gap_ha": 0.4274, "species": ["N", "N", "C", "C", "C", "C", "H", "H", "H", "H", "H", "H", "H", "H", "H"], "positions_angstrom": [[0.007, 0.098, 0.041], [4.061, 0.131, 0.058], [-0.333, -1.296, 0.057], [-2.234, 0.623, -0.303], [2.930, -0.084, 0.165], [-0.893, 1.041, -0.077], [5.119, 0.377, -0.109], [-2.344, 0.169, 0.702], [0.493, -1.826, 0.653], [0.924, 0.352, 0.233], [-2.507, -0.116, -1.045], [-1.284, -1.226, 0.639], [-0.577, -1.791, -0.908], [-2.849, 1.519, -0.012], [-0.513, 2.028, -0.092]], "lowdin_charge": [0.010, 0.080, -0.032, -0.028, -0.020, -0.049, 0.176, 0.115, 0.129, 0.000, 0.122, 0.091, 0.126, 0.131, 0.149]}